Molecular formula: C25H25MoN4OS2
Method: DFT, ωB97M-V/def2-TZVPD

Values from the calculation:
LUMO (spin up / spin down): -12.1 / -12.1 eV
largest force on an atom: 0.67 eV/Å
total charge: +3
energy: -2125.51184 a.u.
frontier orbital gap (spin up / spin down): 4.9817 / 4.9873 eV

Cartesian coordinates (Å):
Mo  0.21609  0.05326  0.97102
C  1.15776  -2.86358  -0.48209
N  1.07990  -2.07250  0.80093
C  2.43896  -1.87417  1.34085
C  3.17125  -0.93610  0.41808
N  2.27865  0.25033  0.11182
C  1.62783  0.23522  -1.24117
C  3.01239  1.50464  0.31882
C  4.34697  1.67013  0.02705
C  4.90533  2.94111  0.19892
C  4.14393  4.02386  0.64087
C  2.80146  3.86345  0.90618
C  2.23885  2.58293  0.75631
S  0.56086  2.32298  0.93763
C  0.19455  -2.86138  1.67686
C  0.61539  -3.80487  2.58947
C  -0.36198  -4.55664  3.24063
C  -1.70730  -4.36833  2.96151
C  -2.11771  -3.40331  2.04703
C  -1.14631  -2.65426  1.40390
S  -1.56650  -1.33376  0.29505
H  1.56730  -3.84136  -0.22882
H  1.79998  -2.38635  -1.21208
H  0.16142  -2.97838  -0.89485
H  2.97212  -2.82322  1.43254
H  2.35152  -1.45236  2.34812
H  3.47632  -1.40151  -0.51614
H  4.06202  -0.57008  0.91774
H  2.08018  -0.49386  -1.90842
H  1.62339  1.23185  -1.67157
H  0.55533  -0.10409  -1.19915
H  4.96512  0.86776  -0.35190
H  5.95098  3.08745  -0.03907
H  4.60890  4.99286  0.76082
H  2.19566  4.69855  1.23351
H  1.66049  -3.98100  2.80626
H  -0.06437  -5.30090  3.96651
H  -2.44984  -4.97016  3.46748
H  -3.16927  -3.24227  1.84859
O  -0.16156  -0.00559  2.73791
C  -0.93039  0.76964  3.59653
C  -0.63331  0.66122  4.94298
C  -1.38721  1.39753  5.84250
C  -2.41875  2.21125  5.38820
C  -2.70515  2.29693  4.03764
C  -1.96763  1.57123  3.09601
C  -2.30278  1.65766  1.67532
N  -1.57188  1.21374  0.64922
C  -2.22859  1.53315  -0.53051
C  -3.37313  2.17443  -0.20224
N  -3.39915  2.24410  1.16923
H  0.16799  0.01459  5.27168
H  -1.17233  1.33803  6.90076
H  -3.00294  2.78268  6.09620
H  -3.50990  2.95140  3.72967
H  -1.84490  1.27335  -1.50182
H  -4.16036  2.58485  -0.81136
H  -4.14032  2.66246  1.71228

Atom charges from the Mulliken analysis, given in e for atoms 1 to 6: atom 1 (Mo): -0.0831, atom 2 (C): -1.2040, atom 3 (N): 1.0458, atom 4 (C): -1.0275, atom 5 (C): -1.1983, atom 6 (N): 0.3160